Arrangement 1

# C20H65N19O11

A cluster of 11 separate species, C20H65N19O11 in total (the ωB97M-V functional and the def2-TZVPD basis, OMol25).

SMILES	COC[C@H](C)N.COC[C@H](C)N.COC[C@H](C)N.NC(N)=O.NC(N)=O.NC(N)=O.NC(N)=O.NC(N)=O.NC(N)=O.NC(N)=O.NC(N)=O
highest occupied orbital energy	-8.80	eV
Kohn-Sham gap	8.57	eV
net charge	0
2S+1	1

Positions of all 115 atoms, in Å:
O1 -1.90935 -2.94597 -0.27536
O2 1.54655 3.07229 -3.41566
O3 -3.77408 0.89098 -3.06475
O4 4.32289 -3.32760 -0.23439
O5 0.44314 -0.56707 3.32004
O6 -2.00401 2.73654 3.58464
O7 0.67073 5.85754 0.27336
O8 -1.43368 -2.54746 -5.45213
O9 1.45570 -6.16884 -1.88135
O10 1.25181 0.16351 -1.16362
O11 4.02201 1.67755 -0.84283
N1 1.15897 -2.50749 4.03765
N2 1.11600 0.97285 -3.93294
N3 -0.06670 -1.92396 -3.70831
N4 0.56412 2.55073 -5.38200
N5 -2.69719 -1.20455 0.86001
N6 -0.61457 -5.96037 -1.24711
N7 4.09249 2.40825 -2.92007
N8 -1.79013 0.26626 -1.36639
N9 -2.06072 -2.74333 -3.31414
N10 -3.00474 -3.14771 1.60288
N11 3.99627 -1.84360 3.08010
N12 5.76481 1.34710 -2.17662
N13 -0.95200 -1.83079 4.48275
N14 1.59543 3.92937 -0.40476
N15 0.10353 -0.68435 0.55254
N16 1.95004 0.41978 0.86697
N17 0.35917 5.05105 -1.71572
N18 0.60222 -4.33419 -0.74902
N19 -5.48965 1.68948 3.94637
C1 0.26321 -1.55184 3.99248
C2 3.81268 -2.51419 -1.28183
C3 3.79935 -3.06386 1.01578
C4 4.59469 1.84866 -1.88843
C5 -2.41237 -2.46057 0.69782
C6 0.55314 -5.52491 -1.36741
C7 1.06066 2.25396 -4.17256
C8 -3.04546 1.94847 -2.39291
C9 -0.75593 2.17126 3.60087
C10 -5.16587 0.93927 -2.81342
C11 0.84832 5.01724 -0.58658
C12 -1.50281 2.32607 -0.19194
C13 -3.12877 1.88399 3.74292
C14 -4.70279 3.76502 4.85491
C15 -2.49323 1.47359 -1.02843
C16 5.98338 -1.88400 1.65740
C17 -1.18282 -2.43195 -4.24640
C18 1.11045 -0.06390 0.01399
C19 -4.47723 2.66502 3.77274
C20 4.43410 -1.80116 1.67412
H1 3.10795 -3.18704 -1.77045
H2 -3.60501 2.87283 -2.24949
H3 4.34607 -1.15149 3.72719
H4 6.12444 0.69688 -1.49254
H5 -1.29042 -2.60224 5.03993
H6 2.01027 3.75285 0.49905
H7 -6.35268 1.91220 3.47131
H8 -1.36819 -5.30677 -1.08914
H9 1.49700 3.19502 -1.09115
H10 3.41762 -1.52081 -1.06915
H11 -2.38727 -0.62424 0.09366
H12 -1.92773 -2.42408 -2.36520
H13 -5.55875 4.42731 4.72532
H14 -3.24978 1.16848 -0.30549
H15 -0.06956 2.98959 3.81840
H16 -0.19942 -3.74362 -0.57962
H17 0.72645 3.53747 -5.52371
H18 -2.41698 0.06457 -2.13220
H19 -0.66147 1.60050 4.52467
H20 0.17630 1.89882 -6.04886
H21 1.89001 0.28638 1.86632
H22 4.51195 -2.40092 -2.11025
H23 -3.51994 -2.68179 2.33608
H24 -5.56925 -0.00709 -3.17370
H25 4.33224 -2.71361 3.46780
H26 -0.03717 -0.62191 1.55074
H27 -3.07447 1.11710 2.97023
H28 -2.96727 1.37368 4.69246
H29 -5.27328 0.85164 3.42550
H30 -0.91123 0.35452 -1.85613
H31 -4.68507 3.20823 2.85088
H32 -4.76353 3.29614 5.83702
H33 0.65558 -1.62368 -4.34726
H34 -2.98819 -0.83409 1.75342
H35 -2.25572 2.25947 -3.07678
H36 1.56029 0.72525 -3.06035
H37 -5.42612 1.05211 -1.76097
H38 6.40880 -1.41946 0.76783
H39 -1.74955 -1.23881 4.29947
H40 -0.17538 5.88612 -1.90813
H41 0.35204 4.32232 -2.41502
H42 -5.73271 1.74604 -3.27807
H43 6.27743 -2.92531 1.78900
H44 4.12713 -3.88672 1.65105
H45 4.70533 2.39640 -3.72280
H46 -3.87387 4.47219 4.88531
H47 2.63759 0.98717 0.39217
H48 1.59006 -4.12472 -0.76898
H49 0.82421 0.36601 -4.68574
H50 -2.99784 -3.02900 -3.55971
H51 0.81843 -3.28527 4.58464
H52 -1.41175 1.97730 0.83673
H53 0.03313 -1.88208 -2.70414
H54 -0.49372 2.32740 -0.60407
H55 6.31442 -1.26865 2.49398
H56 3.11771 2.67254 -2.92749
H57 2.71579 -3.16412 0.95273
H58 -3.09980 -4.13378 1.40609
H59 2.07109 -2.37341 3.62516
H60 6.42658 1.63901 -2.88156
H61 -0.71465 -6.76300 -1.85199
H62 -1.78760 3.37725 -0.23683
H63 4.20171 -0.83730 1.22127
H64 -0.68427 -0.91496 -0.03592
H65 -0.50979 1.58697 2.71423

---

Arrangement 2

# C20H65N19O11

A cluster of 11 separate species, C20H65N19O11 in total (the ωB97M-V functional and the def2-TZVPD basis, OMol25).

SMILES	COC[C@H](C)N.COC[C@H](C)N.COC[C@H](C)N.NC(N)=O.NC(N)=O.NC(N)=O.NC(N)=O.NC(N)=O.NC(N)=O.NC(N)=O.NC(N)=O
highest occupied orbital energy	-9.25	eV
Kohn-Sham gap	9.40	eV
net charge	0
2S+1	1

Positions of all 115 atoms, in Å:
O1 -0.31049 -4.43188 -1.86280
O2 1.90203 -13.54504 10.46681
O3 -7.38714 -11.16926 10.24925
O4 -2.46609 -5.53062 9.41996
O5 -4.42176 -11.13254 3.81914
O6 -4.71158 -20.92083 9.64407
O7 -11.75015 -17.24454 3.88756
O8 -2.79337 -16.35987 2.40863
O9 3.81334 -8.96631 3.76998
O10 -11.54948 -15.67058 10.81497
O11 -1.09650 -11.21430 -3.49529
N1 -5.24489 -12.36651 5.52891
N2 -9.94472 -17.01405 10.24632
N3 -1.86869 -6.48063 -0.04004
N4 -1.04840 -15.15338 1.87106
N5 -0.94134 -17.27494 1.39750
N6 -9.76449 -17.61794 2.89207
N7 -5.32065 -10.24761 5.64619
N8 -11.59935 -17.88212 11.45157
N9 -0.31162 -6.36183 9.46255
N10 -0.76546 -4.81481 10.81031
N11 4.08780 -11.64364 10.71010
N12 -5.01216 -23.47845 12.36664
N13 -2.21482 -11.70395 -5.43801
N14 -3.01462 -12.22071 -3.46198
N15 1.52705 -9.57089 3.81161
N16 -9.95529 -15.98074 4.28993
N17 -7.19535 -9.16270 11.12278
N18 -9.02914 -10.19578 11.41064
N19 2.29321 -7.78154 2.79084
C1 -10.53396 -17.01479 3.73924
C2 -1.32886 -4.25752 -0.79264
C3 2.58584 -8.80207 3.49935
C4 -11.04231 -16.80612 10.86157
C5 -2.40016 -5.29220 -0.60028
C6 -7.82637 -10.26015 10.90598
C7 2.28152 -12.97153 11.69511
C8 -5.00953 -20.74744 8.27049
C9 -0.78188 -4.54363 -3.22533
C10 -1.28621 -5.62922 9.91195
C11 -5.10669 -22.13267 10.29839
C12 -3.04450 -22.07739 11.79869
C13 0.69682 -14.32068 10.54377
C14 -3.58461 -4.84338 0.22947
C15 -1.67794 -16.31908 1.93370
C16 4.36843 -12.35372 13.04376
C17 -4.54119 -22.22968 11.75595
C18 -2.04364 -11.69849 -4.11375
C19 -4.95582 -11.22042 4.92077
C20 3.78587 -12.73650 11.64840
H1 -1.47843 -4.19574 11.16880
H2 2.01667 -13.67666 12.48298
H3 -8.85686 -17.24989 2.64541
H4 -10.54716 -15.44277 4.90667
H5 -4.35690 -19.97527 7.86313
H6 0.40604 -14.61260 9.53464
H7 0.57143 -6.50799 9.93047
H8 -7.69011 -8.55095 11.75608
H9 3.83259 -10.73183 11.06165
H10 -5.05163 -9.36284 5.24011
H11 -9.46130 -17.86126 10.50832
H12 -4.93671 -13.29320 5.27128
H13 -6.47342 -8.76595 10.53840
H14 -4.83473 -21.63471 7.66196
H15 -5.95330 -20.24228 8.06504
H16 -4.38893 -5.56912 0.10907
H17 -2.80328 -5.53995 -1.58222
H18 -2.97364 -12.15242 -2.45513
H19 -1.31135 -5.43933 -3.55013
H20 1.38151 -7.60166 2.39516
H21 1.62433 -10.47238 4.25651
H22 -4.98552 -24.28978 11.76569
H23 0.67417 -15.26801 11.08245
H24 3.84487 -11.44246 13.33287
H25 0.00892 -16.98975 1.20842
H26 -3.81586 -3.88622 -0.23796
H27 -0.20301 -13.94298 11.02931
H28 4.19345 -13.65413 11.22422
H29 -1.39788 -11.56967 -6.01653
H30 -1.57216 -3.80103 -3.33535
H31 0.03809 -4.16298 -3.83430
H32 -10.12764 -18.34561 2.29314
H33 -0.04427 -15.17017 1.97846
H34 3.49123 -11.76384 9.90403
H35 -4.66768 -23.03448 9.87164
H36 -0.74350 -4.18282 0.12382
H37 -1.72252 -3.26676 -1.01966
H38 -6.19164 -22.21282 10.23093
H39 -3.75554 -12.63377 -4.01019
H40 -3.09732 -12.00870 -5.82326
H41 -12.51170 -17.76555 11.86887
H42 5.43211 -12.12297 12.98520
H43 1.79989 -11.99483 11.74184
H44 4.15656 -13.11339 13.79618
H45 -3.22619 -4.79807 1.25786
H46 0.14698 -4.85821 11.24122
H47 -1.32440 -18.18498 1.61014
H48 0.77324 -9.46875 3.14719
H49 -9.27299 -9.29948 11.80726
H50 -8.97068 -15.86310 4.09806
H51 -2.74827 -21.05821 11.55045
H52 3.02644 -7.20070 2.40995
H53 -9.58543 -11.03186 11.30297
H54 -2.55267 -22.49216 12.67855
H55 -2.66666 -7.08470 0.09572
H56 -2.54361 -22.73055 11.08413
H57 -9.51752 -16.14706 9.95320
H58 -0.46925 -7.04695 8.73738
H59 -4.63142 -23.91096 13.19614
H60 -5.62997 -10.40340 6.59496
H61 -11.08567 -18.71607 11.69809
H62 -5.66770 -12.19764 6.43048
H63 -1.26182 -6.92354 -0.71506
H64 -1.61220 -14.38156 2.19747
H65 -4.87907 -21.34365 12.29345

---

Most stable of them? arrangement 1.

---

Arrangement 1

# C7H14O2S

A cluster of 2 separate species, C7H14O2S in total (the ωB97M-V functional and the def2-TZVPD basis, OMol25).

highest occupied orbital energy (alpha / beta)	-8.99 / -8.99	eV
Kohn-Sham gap (alpha / beta)	8.52 / 8.52	eV
net charge	0
2S+1	1

Positions of all 24 atoms, in Å:
S1 -2.27515 1.14960 0.91438
O1 -1.98728 2.44855 0.31592
O2 -1.83601 1.12713 2.27920
C1 -1.32560 -0.23094 -1.85440
C2 -1.12119 -1.69076 0.41663
C3 -0.64838 -0.49324 -0.45610
C4 1.21406 0.11790 1.18147
C5 0.80521 1.42644 -0.94323
C6 0.42405 0.27068 -0.08435
C7 2.29422 -0.88719 0.90313
H1 0.62229 -0.16946 2.04636
H2 3.02929 -0.62776 1.56598
H3 1.07668 1.27984 -2.11177
H4 -0.56437 -0.25113 -2.66758
H5 1.70563 1.85665 -0.65751
H6 2.00343 -1.91707 1.10274
H7 -2.29886 -1.67761 0.61541
H8 -2.17932 -0.94291 -2.09154
H9 1.78350 1.02348 1.15245
H10 -0.95612 -2.54252 -0.04820
H11 -0.03406 2.07400 -0.88894
H12 2.52156 -0.58596 -0.17518
H13 -1.68400 0.88077 -1.95745
H14 -0.56957 -1.63850 1.44257

---

Arrangement 2

# C7H14O2S

A cluster of 2 separate species, C7H14O2S in total (the ωB97M-V functional and the def2-TZVPD basis, OMol25).

highest occupied orbital energy	-8.54	eV
Kohn-Sham gap	7.24	eV
net charge	0
2S+1	1

Positions of all 24 atoms, in Å:
S1 3.50033 -1.77386 0.75555
O1 4.75524 -1.09868 0.91244
O2 3.54277 -3.18748 0.36466
C1 -0.70469 -0.73335 1.18032
C2 -1.58018 1.58250 0.76300
C3 -0.96619 0.38704 0.23835
C4 -1.02413 1.35557 -2.07990
C5 0.53238 -0.40102 2.00098
C6 -0.67663 0.36092 -1.05990
C7 0.02733 -0.76363 -1.71639
H1 1.07492 -0.82946 -1.53020
H2 -1.26319 2.63501 0.31459
H3 1.32939 -0.24459 1.32869
H4 -0.44857 -1.65372 -1.38737
H5 -2.74250 1.53743 0.58344
H6 0.17137 -0.65211 -2.83721
H7 -1.04989 2.45123 -1.76091
H8 -2.05316 1.32048 -2.54226
H9 -1.49032 -1.13469 1.90154
H10 0.40071 0.58071 2.41638
H11 -0.39128 -1.49397 0.47738
H12 0.81850 -1.08059 2.75522
H13 -0.26096 1.18790 -2.93367
H14 -1.50125 1.64835 1.85530

---

Most stable of them? arrangement 2.